# 1
The following is a quantum chemistry calculation of a molecular structure, C45H62IrN6O4, from OMol25.

Properties
Total charge   +1
E_LUMO (spin up / spin down)   -4.1 / -4.1 eV
HOMO level (spin up / spin down)   -9.67 / -9.67 eV
Energy above the lowest of the compared OMol25 structures with the same formula, charge and spin   4.059 eV
Orbital gap (spin up / spin down)   5.6 / 5.6 eV
Total energy   -2485.5637 Ha

Cartesian coordinates (Å):
1 C -2.208536 -1.471262 -1.233750
2 C 4.813064 -1.857262 1.974050
3 C 5.307564 0.277638 -1.734750
4 H -3.430536 0.063238 3.631050
5 C 1.076664 2.327738 -3.068850
6 H 5.825764 0.948938 -1.059450
7 H 0.004864 -1.202262 -6.917750
8 H 3.155764 1.882738 2.440250
9 C -1.453136 -1.495862 -5.397950
10 H -1.573136 0.632138 -5.262850
11 C 0.458264 6.056938 2.359250
12 H 3.324064 -2.570962 0.604950
13 C 1.604064 0.815838 1.633850
14 H -1.165436 -2.477562 -7.281150
15 C -2.673036 3.154838 0.800550
16 H 2.433764 4.674038 3.820550
17 H 1.384764 6.616138 2.470250
18 C 0.708464 4.547638 2.480750
19 H 3.243164 5.091538 1.846050
20 H -2.991236 -0.550062 2.031350
21 H 1.562364 3.132838 3.862350
22 C 0.178264 -5.670962 2.858150
23 H -0.196036 -7.261462 1.450250
24 C 2.091964 -0.381062 -0.397750
25 H -1.762436 1.270938 -1.931650
26 C 1.129464 1.668038 -1.689750
27 H -0.122736 -5.800262 -0.579950
28 H -1.629636 -0.773662 -7.402750
29 C -0.245736 -2.366362 2.023450
30 H -2.376336 1.840538 -3.496950
31 H 4.131964 -1.521762 -1.669550
32 C -1.043336 -1.494062 -6.834050
33 H -6.175836 0.487438 0.333050
34 N 2.939864 1.144938 1.781350
35 C 0.322664 -6.303262 1.474950
36 H 2.704664 -1.478662 1.843450
37 C 3.537364 -1.652462 1.159350
38 H 0.631564 1.646438 -3.786350
39 H 0.001064 -3.297762 -0.215150
40 C -4.844036 0.540838 2.055550
41 C -2.258236 -4.040462 -2.727050
42 H 3.654064 2.658238 -1.608950
43 H 1.549064 -1.208262 -2.972150
44 H -6.342936 -0.037062 3.489350
45 H 4.618864 4.212338 0.011850
46 H 1.773064 -1.421362 -0.586050
47 H -0.235936 6.386238 3.129650
48 H -3.425836 0.968338 -2.363850
49 H 2.076364 2.588338 -3.406950
50 O 1.026964 -0.506862 -2.573750
51 C 3.562564 -0.481962 0.125550
52 H 2.819864 0.446538 -2.279550
53 N -2.891136 1.869438 1.225850
54 C 4.602864 -0.835162 -0.961550
55 H 0.113864 1.408538 -1.380350
56 C 3.584364 3.923138 0.100950
57 N -0.393836 2.741838 0.433050
58 H -0.878936 -5.541662 3.098450
59 H -4.008936 4.919438 0.546550
60 H -5.527836 1.475938 3.885250
61 H 4.644764 0.862938 -2.362550
62 H 0.616564 -6.313162 3.621450
63 H 0.030064 6.303238 1.388650
64 C -3.821336 -0.378162 2.717050
65 H -6.760736 1.430038 2.615050
66 C 1.451464 4.211438 3.778350
67 H -4.703336 -0.469862 0.152750
68 C -1.677236 -0.299262 -4.726250
69 C -5.480836 -0.171262 0.849350
70 C 0.917764 3.155838 0.334050
71 C -0.255036 -5.371162 0.413050
72 H 1.954164 -4.443662 2.741950
73 C 1.476464 4.044938 1.281850
74 C 3.943864 0.737138 0.940450
75 C 3.039964 3.028438 -0.805550
76 H 4.608864 -2.536862 2.798350
77 C 1.862064 0.319638 -1.775850
78 H -6.022536 -1.050262 1.192850
79 O 0.785464 1.206638 2.498650
80 H -1.224136 4.639038 0.265450
81 H 5.186064 -0.924162 2.386950
82 H -3.307736 -4.107962 -2.440850
83 H 1.504864 -4.143262 0.210450
84 C -2.112936 -1.481762 -2.666150
85 C -4.841236 3.022238 1.289050
86 C -5.939636 0.883438 3.071850
87 N 1.188464 0.121038 0.603150
88 H -2.051436 -4.837862 -3.437050
89 C -1.382436 3.584738 0.485750
90 H -5.883436 3.215538 1.454250
91 H 0.476764 3.233138 -3.024750
92 C 2.805764 4.410838 1.133450
93 H -1.652336 -4.211662 -1.840850
94 C -1.990236 -2.709862 -3.365350
95 H 0.877364 4.559538 4.633350
96 H 5.396964 -1.384462 -0.457350
97 H 0.710864 -3.803562 3.842450
98 O 5.032164 1.252938 0.988550
99 O -2.312036 -0.475462 -0.509050
100 Ir -1.012136 0.560138 1.100450
101 C -2.416236 1.033738 -2.769050
102 H -2.170636 -2.461762 -0.750950
103 H 6.041364 -0.183062 -2.390350
104 C -3.892736 3.891338 0.831650
105 C 0.876264 -4.311362 2.889850
106 C -4.180836 1.775238 1.539150
107 C -1.667136 -2.687062 -4.708250
108 H -1.573436 -3.622562 -5.241250
109 C 0.448864 -4.017562 0.474050
110 H -0.257236 4.036038 2.536050
111 H -1.324536 -5.237062 0.585050
112 H 1.378964 -6.481062 1.261650
113 N -0.820936 -1.367462 2.148550
114 H 5.600964 -2.296362 1.367050
115 H -4.277936 -1.334862 2.954650
116 C -2.041136 -0.265962 -3.393450
117 C 1.726464 2.615438 -0.690350
118 N 0.371464 -3.474862 1.817850

Force components x, y, z for each atom (eV/Å):
0.08 -0.57 0.04
-0.16 -0.03 -0.16
0.02 -0.06 -0.01
0.10 0.04 0.10
-0.18 -0.19 0.17
0.03 0.03 -0.04
0.03 -0.01 -0.05
0.01 -0.01 -0.06
-0.20 0.08 0.23
-0.05 0.14 -0.07
-0.16 -0.25 0.05
-0.09 0.01 -0.09
1.24 -0.77 -1.17
0.03 -0.02 -0.05
0.07 1.23 -0.34
0.10 0.10 0.01
0.09 0.06 -0.02
0.01 0.17 0.13
0.08 0.11 0.10
-0.41 -0.23 0.30
0.04 -0.08 0.10
0.22 0.07 -0.07
0.09 -0.04 -0.03
-0.11 -0.12 -0.77
-0.07 0.13 -0.01
0.14 -0.39 -0.25
-0.03 0.02 -0.07
0.01 0.01 -0.03
-0.54 1.05 0.20
0.01 0.01 -0.05
-0.06 -0.16 0.04
0.01 -0.02 -0.04
-0.07 0.05 -0.04
-0.62 0.26 0.74
-0.28 0.08 0.11
-0.05 -0.10 -0.01
0.15 0.09 0.14
-0.07 -0.07 -0.16
0.12 -0.02 0.01
-0.22 -0.40 0.04
-0.04 -0.01 0.02
0.10 -0.11 -0.15
0.06 -0.02 -0.04
-0.06 -0.08 0.03
0.12 0.07 0.01
0.27 0.15 -0.03
-0.01 0.07 0.09
-0.02 0.10 0.07
0.11 0.09 -0.07
-0.32 -0.21 -0.18
-0.17 -0.30 0.00
-0.03 0.05 -0.01
1.15 -1.50 0.56
-0.04 0.32 0.13
0.16 0.15 -0.06
-0.13 0.03 0.00
-1.91 -2.27 0.21
-0.03 0.01 0.04
-0.01 0.19 -0.03
-0.03 0.09 0.11
-0.06 0.10 -0.10
0.00 0.01 0.05
-0.02 0.09 -0.06
-0.06 0.09 -0.37
-0.07 0.08 -0.02
-0.21 -0.04 -0.14
0.02 -0.10 -0.15
0.00 -0.08 0.06
0.07 0.02 0.25
1.70 0.41 -0.10
0.24 0.02 0.01
-0.04 0.07 0.05
-0.44 -0.57 -0.23
0.08 -0.19 -0.17
0.00 0.14 0.09
0.05 -0.06 0.07
0.20 0.17 0.36
-0.07 -0.15 -0.04
-2.70 0.09 -0.16
0.16 -0.07 0.01
0.05 0.07 0.10
-0.02 -0.09 0.09
-0.02 0.10 0.01
-0.19 0.24 -0.30
0.23 -0.89 0.22
0.20 0.01 -0.13
-1.82 0.24 1.42
0.00 -0.04 0.04
-0.82 -0.21 -0.09
-0.16 0.02 0.02
-0.02 0.14 -0.04
0.22 0.07 -0.23
0.05 -0.08 0.10
0.10 0.11 0.06
-0.03 0.04 0.12
-0.06 -0.14 -0.09
0.09 -0.01 -0.12
0.17 -0.10 0.14
0.89 1.01 0.62
3.48 2.63 -0.25
0.11 0.21 0.06
0.08 0.06 0.05
0.11 -0.02 -0.12
1.07 -0.36 -0.12
0.10 -0.47 0.67
-0.52 0.51 0.19
0.11 0.00 0.02
0.01 -0.10 -0.03
-0.23 -0.37 -0.66
0.12 0.07 -0.05
-0.09 0.03 -0.03
0.06 -0.10 -0.01
-0.48 0.48 -1.07
0.11 -0.01 0.06
-0.08 -0.15 0.08
-0.02 -0.05 -0.02
-0.44 0.33 0.19
0.30 -0.24 0.04

=====

# 2
The following is a quantum chemistry calculation of a molecular structure, C9H10MoN5O2S, from OMol25.

Properties
Multiplicity   3
Total charge   +3
E_LUMO (spin up / spin down)   -14.4 / -13.6 eV
HOMO level (spin up / spin down)   -20.60 / -20.77 eV
Energy above the lowest of the compared OMol25 structures with the same formula, charge and spin   0.302 eV
Orbital gap (spin up / spin down)   6.2 / 7.2 eV
Total energy   -1238.4296 Ha

Cartesian coordinates (Å):
1 C 2.490468 0.661221 -0.568696
2 C 1.586668 2.630821 -1.413396
3 C 3.703668 0.919721 -1.195096
4 N -1.457732 -0.907079 -0.077596
5 N -2.539132 -2.701479 2.802104
6 C -1.418432 -0.887879 2.330804
7 H -1.835632 -1.544079 4.317904
8 H -2.321132 -0.823579 -0.651796
9 N -1.897832 -1.657379 3.302404
10 N -1.794032 -1.486579 1.161704
11 C -2.504732 -2.654279 1.506604
12 H -3.531232 -4.428979 1.151204
13 H -3.839432 -3.180779 -0.058396
14 O -0.509732 2.889121 -0.556896
15 C 2.755568 2.948921 -2.075796
16 N 1.434668 1.487021 -0.677296
17 H 2.360668 -0.241679 0.044304
18 H -2.307132 -4.067179 -0.066696
19 C 0.332168 3.491821 -1.452396
20 H -0.846532 -1.561079 -0.606196
21 S -0.429232 0.544321 2.370704
22 Mo -0.444332 1.324121 0.150904
23 H 4.773868 2.287321 -2.471496
24 O 0.120668 4.424221 -2.126196
25 C 3.839968 2.071721 -1.965396
26 H 2.814068 3.853721 -2.671096
27 H 4.533868 0.232221 -1.081996
28 C -3.070032 -3.624279 0.577804

Force components x, y, z for each atom (eV/Å):
0.43 -0.96 0.30
0.27 0.49 -0.45
-0.23 0.21 0.00
-0.03 0.13 -0.67
-0.75 -1.24 0.16
0.00 -0.29 -0.58
0.05 0.05 -0.20
0.37 -0.07 0.40
0.67 1.10 -0.77
0.03 0.02 1.24
0.47 0.74 0.08
0.02 0.06 0.00
-0.03 0.04 0.02
-2.29 1.81 0.48
-0.49 -0.06 0.21
0.41 0.46 -0.31
0.08 0.44 -0.30
0.06 0.02 0.04
2.96 1.14 -2.40
-0.27 0.31 0.38
-0.01 0.48 -0.07
-0.64 -3.81 1.90
-0.02 0.01 0.00
-0.40 -0.48 0.70
-0.13 -0.17 0.15
-0.06 0.01 0.07
-0.12 -0.03 0.06
-0.31 -0.45 -0.45

=====

# 3
The following is a quantum chemistry calculation of a molecular structure, C14H16F3IrNO8, from OMol25.

Properties
Multiplicity   6
Total charge   +2
E_LUMO (spin up / spin down)   -8.3 / -12.0 eV
HOMO level (spin up / spin down)   -13.80 / -16.10 eV
Energy above the lowest of the compared OMol25 structures with the same formula, charge and spin   0.896 eV
Orbital gap (spin up / spin down)   5.5 / 4.1 eV
Total energy   -1602.7319 Ha

Cartesian coordinates (Å):
1 C -1.285895 2.111910 15.575172
2 H 0.714965 0.600968 10.903524
3 O 2.164716 0.978905 12.308521
4 H 1.801008 1.176106 17.374502
5 H -1.653150 2.590226 12.380759
6 C 3.200903 4.091720 16.544065
7 H -3.899560 1.747495 15.415284
8 O 2.843276 4.176919 11.583420
9 C 4.722583 2.743760 17.716022
10 F 6.932203 3.459456 17.586128
11 O -0.996439 2.300615 11.741581
12 C 2.959980 3.444718 12.598359
13 O -1.712154 2.160388 14.433123
14 O 2.811643 3.791921 13.862920
15 O -0.008110 1.699578 15.796510
16 C 0.175299 2.176466 12.246073
17 C -2.220542 2.267139 16.801753
18 F 6.658560 1.277699 17.237662
19 H -2.062827 0.189899 17.573166
20 O -1.808724 3.503022 17.367331
21 H -4.298582 2.500577 17.042733
22 C 3.280322 2.029493 12.342855
23 C -3.565339 2.484070 16.185205
24 H 3.713790 1.992165 11.296075
25 H -3.616000 3.496086 15.711648
26 C 6.156505 2.376348 18.003045
27 C 3.789267 1.698204 17.914456
28 H -2.484243 1.541933 18.759922
29 H 4.011615 0.751063 18.446525
30 O 0.461821 2.927432 13.195989
31 H 5.012061 4.919136 17.382888
32 H -0.801702 1.346963 18.079929
33 C -1.884184 1.226006 17.882363
34 C 1.188427 1.475832 11.413243
35 C 4.364111 4.011854 17.215168
36 F 6.407578 2.089560 19.323543
37 Ir 1.387564 2.733233 14.969533
38 H 3.980200 1.748190 13.162555
39 N 2.392373 2.951572 16.512260
40 H 1.579717 2.239390 10.712062
41 C 2.666064 1.796575 17.176288
42 H 2.813368 5.032633 16.113738
43 H -1.985771 4.402677 16.975751

Force components x, y, z for each atom (eV/Å):
-1.80 -1.58 -1.81
0.44 0.85 0.10
2.23 3.25 0.13
0.09 -0.35 -0.37
-0.44 0.58 0.71
1.37 1.86 0.96
0.36 0.42 0.90
0.38 -0.04 0.98
2.90 -0.70 1.25
-0.90 -1.69 1.10
0.29 -1.60 -1.02
-1.76 1.35 3.78
0.93 0.32 1.13
0.20 0.06 -3.08
1.35 1.10 -0.07
-1.62 2.23 -1.15
1.33 1.38 -1.25
-1.65 2.02 1.64
-0.24 0.30 0.11
1.15 1.50 1.13
0.51 -0.06 -0.98
0.48 -3.81 -2.18
-2.51 -0.15 0.62
0.08 -0.30 1.36
0.16 -0.88 0.33
2.93 0.32 -0.79
-1.13 -1.97 -0.86
0.47 -0.58 -0.35
-0.11 0.98 -0.05
0.22 -0.59 0.18
-0.72 -1.25 -0.39
-0.69 -0.08 0.23
-0.28 0.73 -0.23
-0.62 -1.60 0.13
0.10 1.96 -0.41
-0.58 0.49 -2.22
-0.92 -0.45 -1.10
-0.28 0.01 -0.79
-0.43 0.43 -0.20
-0.29 -0.62 -0.13
-0.65 -1.10 2.34
0.09 -0.78 0.37
-0.44 -1.94 -0.07